DFT (ωB97M-V with the def2-TZVPD basis set) results for a molecular structure, C10H16BrCl3OPt at a distorted geometry.

Structure (XYZ):
```
32
Properties=species:S:1:pos:R:3:nbo_charge:R:1
C 0.7429 -0.5638 -0.7083 -0.134
C 0.0123 0.7641 -1.0971 -0.129
C -1.1354 0.8288 -0.1859 -0.005
C 0.1947 1.4548 -2.3792 -0.679
C -1.1667 -0.3053 0.6177 -0.052
C -0.0580 -1.1392 0.3605 0.115
C 0.2107 -2.4474 0.9490 -0.722
C 1.5090 -1.3380 -1.6753 -0.668
C -2.1720 1.8635 -0.3399 -0.652
C -2.2667 -0.6294 1.5750 -0.657
Pt 1.4599 1.4402 -0.0047 0.989
Cl 1.0888 3.4399 0.4067 -0.516
Cl 3.4209 1.3301 -1.3731 -0.645
Cl -1.0234 1.8658 3.5852 -0.599
H 1.2628 1.4005 -2.6305 0.256
H -0.0651 2.4993 -2.2564 0.219
H -0.4218 0.9837 -3.1215 0.194
H -1.7193 2.8520 -0.4392 0.227
H -2.8264 1.8547 0.5306 0.223
H -2.7762 1.6644 -1.2343 0.189
H -2.5099 0.2557 2.1724 0.253
H -1.9644 -1.4382 2.2643 0.216
H -3.1465 -0.9647 1.0205 0.187
H -0.2093 -2.5098 1.9589 0.210
H 1.3107 -2.5751 1.0222 0.335
H -0.2511 -3.2490 0.3456 0.187
H 2.1435 -0.6896 -2.2873 0.237
H 0.7752 -1.8860 -2.2777 0.177
H 2.1419 -2.0331 -1.1157 0.259
O 3.2219 -2.1523 1.7817 -1.299
H 3.0811 -1.2002 2.1304 0.395
Br 1.1360 0.6237 2.4051 -0.111
```

Properties
HOMO (alpha / beta), eV: -0.560 / -0.217
Gap between HOMO and LUMO (alpha / beta), Eh: 0.1964 / 0.1499
Relative energy (zero: lowest compared OMol25 entry of this formula, charge and spin), eV: 1.9417
2S+1: 5
<S²>: 6.023
Charge: -2



DFT (ωB97M-V with the def2-TZVPD basis set) results for a gas-phase ion, C10H16BrClNO3 (charge +1) at a distorted geometry.

Structure (XYZ):
```
32
Properties=species:S:1:pos:R:3:nbo_charge:R:1
C 3.2312 2.6231 -0.3063 -0.643
C 2.6575 1.3872 0.3604 -0.076
O 2.0538 0.5669 -0.7020 -0.327
N 1.3777 -0.5022 -0.2217 -0.038
C 0.1133 -0.5076 0.0719 0.517
C -0.7486 0.6902 0.0234 -0.507
C -1.8758 0.5844 -1.0329 -0.382
C -3.2002 -0.0723 -0.6058 -0.526
C -3.8887 0.6533 0.5270 0.775
O -4.8319 1.3693 0.3621 -0.491
O -3.3078 0.5396 1.7654 -0.717
C -0.3069 -1.8961 0.4018 -0.515
C 0.8670 -2.7540 -0.1605 -0.237
Cl 0.5451 -3.0670 -1.8676 0.019
C 2.0315 -1.7883 -0.0133 -0.089
Br 2.6365 -1.8753 1.8835 0.037
H 3.1488 3.4510 0.3991 0.241
H 2.6851 2.8867 -1.2094 0.238
H 4.2877 2.4876 -0.5217 0.234
H 1.8815 1.6395 1.0850 0.185
H 3.4423 0.8039 0.8371 0.203
H -1.1618 0.8458 1.0246 0.289
H -0.1304 1.5585 -0.2022 0.255
H -2.1112 1.6118 -1.3156 0.248
H -1.4956 0.0942 -1.9298 0.229
H -3.8829 0.0014 -1.4527 0.265
H -3.0971 -1.1399 -0.3927 0.209
H -3.2229 -0.3858 2.0264 0.489
H -1.2096 -2.1565 -0.1519 0.275
H -0.5230 -2.0445 1.4609 0.286
H 1.0766 -3.6563 0.4047 0.271
H 2.9584 -1.9484 -0.5474 0.284
```

Properties
HOMO, eV: -13.555
Gap between HOMO and LUMO, Eh: 0.3319
Relative energy (zero: lowest compared OMol25 entry of this formula, charge and spin), eV: 0.0000
Charge: +1



DFT (ωB97M-V with the def2-TZVPD basis set) results for a molecular structure, C10H16Cl3IOPb at a distorted geometry.

Structure (XYZ):
```
32
Properties=species:S:1:pos:R:3:nbo_charge:R:1
C -0.6649 1.0097 -2.2724 -0.123
C -0.8738 -0.3666 -2.4882 0.105
C 0.3785 -1.0207 -2.4172 0.080
C -2.1480 -1.0372 -2.7537 -0.677
C 1.3713 -0.0486 -2.1695 -0.061
C 0.7277 1.2079 -2.0945 0.281
C 1.3530 2.4635 -1.7937 -0.672
C -1.7265 2.0070 -2.2496 -0.648
C 0.5626 -2.4619 -2.5639 -0.678
C 2.7887 -0.3043 -2.0004 -0.661
Pb -0.8186 -1.9284 1.6937 1.122
Cl -1.9173 -3.5551 0.1629 -0.758
Cl -2.1029 0.1241 1.1050 -0.716
Cl 1.5856 -1.7644 1.0490 -0.733
H -2.9782 -0.3354 -2.6924 0.222
H -2.3388 -1.8538 -2.0398 0.280
H -2.1671 -1.4691 -3.7587 0.205
H -0.0957 -3.0239 -1.8960 0.279
H 1.5840 -2.7610 -2.3094 0.229
H 0.3456 -2.7868 -3.5797 0.204
H 2.9669 -0.9241 -1.1250 0.262
H 3.3456 0.6140 -1.8594 0.203
H 3.2047 -0.8261 -2.8616 0.192
H 2.4497 2.3893 -1.8027 0.211
H 0.9167 2.7594 -0.7464 0.377
H 1.1244 3.2343 -2.5322 0.236
H -2.4705 1.7507 -1.4973 0.250
H -2.2418 2.0856 -3.2106 0.188
H -1.3415 2.9878 -1.9951 0.229
O 0.2278 2.8299 0.5666 -1.017
H -0.3492 2.0057 0.6650 0.464
I -0.8502 -1.3064 4.9701 -0.877
```

Properties
HOMO (alpha / beta), eV: -0.700 / -0.700
Gap between HOMO and LUMO (alpha / beta), Eh: 0.1242 / 0.1242
Relative energy (zero: lowest compared OMol25 entry of this formula, charge and spin), eV: 1.2220
Charge: -2



DFT (ωB97M-V with the def2-TZVPD basis set) results for a single C10H16ClNO molecule at a distorted geometry.

Structure (XYZ):
```
29
Properties=species:S:1:pos:R:3:nbo_charge:R:1
C -2.5867 -0.3557 -0.0402 0.132
C -1.8245 -1.6260 -0.1138 -0.485
C -0.2790 -0.9599 1.7547 -0.418
C -0.3225 0.5796 1.7512 -0.423
C -0.3683 -1.3856 0.2780 -0.219
C 0.1692 -0.1722 -0.5011 -0.023
C -0.5197 0.9696 0.2736 0.129
C 1.6928 -0.1065 -0.3621 -0.612
C -0.1702 -0.1759 -1.9934 -0.625
C -0.0293 2.3638 -0.0740 -0.628
N -1.9832 0.9109 0.0407 -0.070
O -2.6585 1.9635 0.0510 -0.321
Cl -4.2942 -0.3638 -0.1433 0.055
H -2.2907 -2.3604 0.5488 0.233
H -1.8744 -2.0389 -1.1276 0.224
H 0.6425 -1.3220 2.2103 0.215
H -1.1094 -1.3726 2.3232 0.214
H -1.1370 0.9688 2.3594 0.225
H 0.6041 1.0033 2.1354 0.212
H 0.2131 -2.2876 0.0779 0.220
H 2.0910 0.7751 -0.8568 0.214
H 2.1245 -0.9850 -0.8349 0.215
H 2.0089 -0.0886 0.6752 0.210
H 0.4217 0.5748 -2.5130 0.216
H -1.2197 0.0394 -2.1708 0.219
H 0.0635 -1.1441 -2.4316 0.215
H 0.0069 2.4980 -1.1520 0.214
H 0.9593 2.5327 0.3398 0.213
H -0.7164 3.1013 0.3330 0.249
```

Properties
HOMO (alpha / beta), eV: -6.013 / -9.968
Gap between HOMO and LUMO (alpha / beta), Eh: 0.2484 / 0.3323
Relative energy (zero: lowest compared OMol25 entry of this formula, charge and spin), eV: 0.0000
2S+1: 3
<S²>: 2.008



DFT (ωB97M-V with the def2-TZVPD basis set) results for a molecular structure, C10H16ClNO2S2 at a distorted geometry.

Structure (XYZ):
```
32
Properties=species:S:1:pos:R:3:nbo_charge:R:1
C -3.6504 -0.6317 0.2203 -0.592
C -2.0383 -0.6178 -0.0752 -0.411
C -1.3982 -1.8702 0.2228 -0.319
C -0.0129 -2.0613 -0.1201 -0.497
C 0.8072 -1.2882 0.6290 -0.300
C 2.2069 -1.2460 0.4475 -0.248
N 2.9505 -0.2087 1.1296 -0.752
S 3.2504 1.2943 -0.0735 2.189
O 3.7415 0.8951 -1.3122 -0.898
O 4.0213 2.1590 0.8562 -0.936
C 1.5861 2.1318 -0.2544 -0.573
C 0.8476 1.9412 -1.5416 -0.208
C -0.3103 2.2403 -1.4727 -0.202
C -0.5631 3.0227 -0.0846 -0.322
Cl -2.0285 3.6813 0.2607 0.113
S 0.6893 2.7018 1.0925 0.618
H -0.9991 2.2943 -2.1192 0.208
H 1.3279 1.3301 -2.2359 0.245
H 2.9886 0.2216 1.8742 0.362
H 2.6739 -2.0643 0.8225 0.210
H 2.3380 -1.0649 -0.7750 0.187
H 0.3056 0.0080 0.8303 0.166
H 0.6643 -1.2827 1.8863 0.176
H 0.0074 -1.7014 -0.9669 0.202
H 0.2771 -2.8868 -0.2160 0.204
H -1.6129 -2.1599 1.3003 0.203
H -2.0691 -2.9185 -0.3209 0.174
H -1.7254 0.3287 0.5330 0.204
H -2.0510 -0.3818 -0.9974 0.186
H -3.9059 -0.9265 1.2368 0.208
H -4.1199 0.4535 -0.1340 0.209
H -4.1988 -1.3930 -0.6423 0.195
```

Properties
HOMO, eV: -8.318
Gap between HOMO and LUMO, Eh: 0.2717
Relative energy (zero: lowest compared OMol25 entry of this formula, charge and spin), eV: 12.8370



DFT (ωB97M-V with the def2-TZVPD basis set) results for a single C10H16N2O molecule at a distorted geometry.

Structure (XYZ):
```
29
Properties=species:S:1:pos:R:3:nbo_charge:R:1
C -3.2126 0.6261 -0.4719 -0.423
N -2.1119 0.6381 0.4577 -0.457
C -2.3438 0.5521 1.8130 -0.097
C -1.4008 1.2507 2.4383 0.015
O -0.5344 1.8226 1.4931 -0.504
C -1.1163 1.6449 0.2866 0.394
N -0.2047 1.2752 -0.7036 -0.490
C 0.8378 0.5312 -0.4543 0.384
C 1.8263 0.3028 -1.5063 -0.465
C 1.7582 -1.1575 -1.9472 -0.391
C 1.7113 -2.0893 -0.7480 -0.412
C 2.1746 -1.3497 0.4954 -0.412
C 1.1892 -0.2358 0.8538 -0.485
H -3.9805 1.4855 -0.4154 0.178
H -2.8211 0.6564 -1.5248 0.222
H -3.7385 -0.3750 -0.4388 0.211
H -3.1550 -0.0609 2.3042 0.231
H -1.2273 1.4682 3.5057 0.216
H -1.6728 2.5442 -0.0527 0.125
H 1.6254 0.9906 -2.2974 0.238
H 2.8652 0.5245 -1.0791 0.207
H 2.6234 -1.2585 -2.5333 0.208
H 0.8318 -1.2524 -2.5930 0.208
H 0.6476 -2.3599 -0.6060 0.202
H 2.2046 -3.1132 -0.8695 0.217
H 2.1434 -2.0252 1.2929 0.214
H 3.1116 -0.7705 0.4037 0.198
H 0.2875 -0.7142 1.2762 0.226
H 1.6814 0.4493 1.6208 0.241
```

Properties
HOMO, eV: -7.428
Gap between HOMO and LUMO, Eh: 0.3076
Relative energy (zero: lowest compared OMol25 entry of this formula, charge and spin), eV: 2.1998